{"formula": "C2H7OPS", "method": "ωB97M-V with the def2-TZVPD basis set", "elements": ["C", "C", "O", "P", "S", "H", "H", "H", "H", "H", "H", "H"], "positions_angstrom": [[0.747, 0.224, -0.598], [-0.374, -0.503, 0.094], [1.650, 0.824, 0.300], [-2.019, 0.299, 0.196], [-0.256, -2.226, 0.055], [1.203, -0.551, -1.146], [0.437, 1.005, -1.305], [0.000, 0.395, 2.096], [1.158, 0.869, 1.192], [-2.211, 0.400, -1.169], [-1.448, 1.451, 0.252], [1.113, -2.187, 0.031]], "mol_weight_g_mol": 110.118, "gap_ev": [8.6, 7.3], "e_tot_ev": -24353.848, "relative_energy_kj_mol": 600.32}